This record from the Open Molecules 2025 dataset describes a structure of composition C34H40BN8O2S3V at a distorted geometry. The level of theory is ωB97M-V/def2-TZVPD.

Atoms and positions in Å:
V 0.428 -1.467 -0.003
C 2.767 -3.426 -0.653
C 3.307 -2.327 0.297
N 2.242 -1.893 1.200
C 2.068 -2.861 2.292
C 0.601 -2.947 2.716
N -0.258 -2.964 1.535
C -0.474 -4.250 0.888
C 0.708 -4.641 -0.008
N 1.294 -3.467 -0.676
H 3.135 -3.218 -1.658
H 3.168 -4.399 -0.355
H 4.171 -2.710 0.861
H 3.645 -1.462 -0.276
H 2.505 -0.991 1.593
H 2.393 -3.838 1.935
H 2.693 -2.598 3.154
H 0.460 -3.839 3.344
H 0.344 -2.063 3.310
H -1.167 -2.609 1.817
H -0.655 -5.058 1.613
H -1.365 -4.148 0.262
H 1.467 -5.150 0.589
H 0.341 -5.372 -0.737
H 1.006 -3.489 -1.650
O 2.218 0.521 -1.331
B 1.571 -0.689 -1.496
O 1.879 -1.206 -2.746
C 2.682 -0.289 -3.373
C 3.215 -0.293 -4.648
C 3.964 0.818 -5.009
C 4.171 1.879 -4.136
C 3.629 1.886 -2.861
C 2.889 0.780 -2.497
H 3.047 -1.101 -5.341
H 4.386 0.865 -5.999
H 4.745 2.731 -4.467
H 3.763 2.718 -2.190
N -5.862 -3.448 -2.283
C -4.631 -3.515 -2.809
S -4.331 -4.551 -4.071
C -3.520 -2.776 -2.221
C -3.546 -2.177 -0.953
C -2.394 -1.634 -0.426
N -1.202 -1.658 -1.043
C -1.202 -2.129 -2.304
C -2.301 -2.683 -2.911
H -6.588 -3.986 -2.733
H -6.147 -2.749 -1.617
H -4.450 -2.148 -0.368
H -2.429 -1.145 0.541
H -0.269 -2.043 -2.844
H -2.238 -3.069 -3.916
S -2.475 1.658 -0.956
C -1.978 3.234 -0.996
N -2.885 4.225 -1.333
C -2.561 5.528 -1.282
C -1.292 5.890 -0.919
C -0.384 4.842 -0.656
N -0.717 3.582 -0.679
H -3.821 3.926 -1.584
H -3.330 6.244 -1.529
H -1.002 6.922 -0.824
H 0.648 5.041 -0.397
N -0.006 0.199 0.620
S 0.347 0.649 2.130
C -1.219 1.215 2.863
C -1.830 2.367 2.394
C -2.952 2.846 3.048
C -3.452 2.179 4.157
C -2.854 1.008 4.595
C -1.731 0.518 3.946
C 1.166 2.270 2.091
C 1.199 3.023 3.255
C 1.900 4.217 3.264
C 2.573 4.634 2.127
C 2.537 3.866 0.974
C 1.828 2.674 0.949
H -0.583 0.877 0.102
H -1.411 2.892 1.550
H -3.427 3.749 2.700
H -4.300 2.582 4.687
H -3.245 0.487 5.456
H -1.230 -0.368 4.310
H 0.682 2.688 4.140
H 1.929 4.816 4.161
H 3.131 5.557 2.136
H 3.078 4.179 0.094
H 1.790 2.058 0.065

E_HOMO (alpha / beta): -12.5830 / -12.6932 eV
ΔE to the lowest compared entry with this formula, charge and spin: 30.8 kcal per mole
Spin multiplicity: 3
Kohn-Sham gap (alpha / beta): 7.17 / 7.05 eV
Electronic energy: -4071.1762 hartree
Net charge: +2

Partial atomic charges computed with the Mulliken method, in multiples of e:
1. V -0.3379
2. C -0.7948
3. C -0.9129
4. N 0.1761
5. C -1.0626
6. C -0.1982
7. N 0.0922
8. C -0.6796
9. C -0.7703
10. N -0.2374
11. H 0.4520
12. H 0.4656
13. H 0.6186
14. H 0.2533
15. H 0.3966
16. H 0.3541
17. H 0.5764
18. H 0.5609
19. H -0.2432
20. H 0.3184
21. H 0.4893
22. H 0.1433
23. H 0.3484
24. H 0.5056
25. H 0.3804
26. O -0.0796
27. B 1.5289
28. O -0.4904
29. C 0.4901
30. C -1.2922
31. C -0.6227
32. C -0.5205
33. C -1.2901
34. C 0.6810
35. H 0.5424
36. H 0.4199
37. H 0.4516
38. H 0.4850
39. N -0.3265
40. C 0.2694
41. S -0.3281
42. C 0.9745
43. C -1.0968
44. C -1.0405
45. N 1.0581
46. C -0.7505
47. C -0.9006
48. H 0.2196
49. H 0.1851
50. H 0.3171
51. H 0.5387
52. H 0.3844
53. H 0.4979
54. S -0.4830
55. C -0.0422
56. N 0.0178
57. C -0.1723
58. C -1.0437
59. C 0.3713
60. N -0.0624
61. H 0.2788
62. H 0.4336
63. H 0.4468
64. H 0.3590
65. N 1.7807
66. S 0.3917
67. C 0.5103
68. C 0.0354
69. C -0.7707
70. C -0.6642
71. C -0.7680
72. C -0.6484
73. C 0.5524
74. C -0.6574
75. C -0.8044
76. C -0.6278
77. C -0.3433
78. C -0.3811
79. H -1.1039
80. H 0.4899
81. H 0.4688
82. H 0.4298
83. H 0.4637
84. H 0.4173
85. H 0.5393
86. H 0.4480
87. H 0.4592
88. H 0.4943
89. H -0.0150



This record from the Open Molecules 2025 dataset describes a cluster of 2 separate species, C2H4NO2 in total at a distorted geometry. The level of theory is ωB97M-V/def2-TZVPD.

Atoms and positions in Å:
C -0.379 0.694 0.465
C 0.090 -0.462 -0.315
N -0.974 -0.630 0.431
O -2.183 -1.120 0.354
O 1.883 -1.156 0.168
H 0.105 0.983 1.395
H -0.821 1.540 -0.079
H 0.352 -0.581 -1.344
H 1.618 -1.808 0.831

E_HOMO (alpha / beta): 0.3605 / -4.1436 eV
ΔE to the lowest compared entry with this formula, charge and spin: 84.8 kcal per mole
Spin multiplicity: 3
Kohn-Sham gap (alpha / beta): 4.47 / 7.92 eV
Electronic energy: -283.5890 hartree
Net charge: -1

Partial atomic charges computed with the Mulliken method, in multiples of e:
1. C -0.3088
2. C -0.4421
3. N 0.1009
4. O -0.5446
5. O -0.8913
6. H 0.2326
7. H 0.2873
8. H 0.2885
9. H 0.2773



This record from the Open Molecules 2025 dataset describes a structure of composition C8H10 at a distorted geometry. The level of theory is ωB97M-V/def2-TZVPD.

Atoms and positions in Å:
C -3.221 0.175 0.029
C -1.948 -0.403 -0.022
C -0.509 0.042 -0.095
C 0.090 1.190 0.081
C 1.597 0.863 0.248
C 1.535 -0.376 1.110
C 0.719 -0.926 -0.222
C 1.700 -0.027 -1.097
H -4.282 -0.373 0.133
H -3.539 1.246 0.127
H -1.924 -1.531 -0.269
H -0.355 2.249 0.119
H 2.265 1.638 0.341
H 2.455 -1.235 1.248
H 1.123 -0.605 2.161
H 0.531 -1.896 -0.470
H 2.662 -0.434 -1.405
H 1.100 0.403 -2.018

E_HOMO: -8.3094 eV
ΔE to the lowest compared entry with this formula, charge and spin: 123.6 kcal per mole
Kohn-Sham gap: 9.06 eV
Electronic energy: -310.6388 hartree

Partial atomic charges computed with the Mulliken method, in multiples of e:
1. C -0.7519
2. C -0.2765
3. C 0.2637
4. C -0.2542
5. C -0.4176
6. C -0.6108
7. C -0.7173
8. C -0.5497
9. H 0.1963
10. H 0.2473
11. H 0.1406
12. H 0.2961
13. H 0.6044
14. H 0.2279
15. H 0.3022
16. H 0.6923
17. H 0.3536
18. H 0.2537



This record from the Open Molecules 2025 dataset describes an isolated molecule of C8H11N3 at a distorted geometry. The level of theory is ωB97M-V/def2-TZVPD.

Atoms and positions in Å:
C -1.168 -1.381 -1.721
C -0.025 -0.768 -1.844
N 0.964 -0.643 -0.301
N 0.979 0.769 0.148
C 0.307 1.844 -0.339
C 0.686 2.936 0.332
C 1.665 2.496 1.293
C 1.829 1.145 1.096
N 0.399 -1.499 0.619
C -0.999 -1.452 0.783
C -1.692 -1.996 -0.489
H -1.747 -1.553 -2.640
H 0.378 -0.166 -2.614
H -0.461 1.891 -1.129
H 0.317 4.009 0.292
H 2.252 3.058 2.097
H 2.428 0.398 1.589
H 0.960 -1.428 1.408
H -1.394 -0.438 0.905
H -1.318 -2.269 1.540
H -2.900 -1.811 -0.522
H -1.459 -3.141 -0.503

E_HOMO: -8.2440 eV
ΔE to the lowest compared entry with this formula, charge and spin: 105.3 kcal per mole
Kohn-Sham gap: 9.12 eV
Electronic energy: -475.5182 hartree
SMILES: C1=CN(n2cccc2)NCC1

Partial atomic charges computed with the Mulliken method, in multiples of e:
1. C -0.2202
2. C -0.5816
3. N -0.5802
4. N 0.4179
5. C -0.2504
6. C -0.4910
7. C -0.5037
8. C -0.2302
9. N -0.2636
10. C -0.6604
11. C -0.2966
12. H 0.3485
13. H 0.5285
14. H 0.3431
15. H 0.3228
16. H 0.2914
17. H 0.3309
18. H 0.3018
19. H 0.3058
20. H 0.3549
21. H 0.2669
22. H 0.2654



This record from the Open Molecules 2025 dataset describes a cluster of 2 separate species, C3H4N5 in total at a distorted geometry. The level of theory is ωB97M-V/def2-TZVPD.

Atoms and positions in Å:
C -0.623 -0.519 -2.233
C 0.164 -0.082 2.647
C 1.515 -0.603 0.646
N 0.115 -0.178 -1.162
N -1.536 0.437 -2.458
N -0.363 0.991 -0.769
N -1.362 1.359 -1.571
N 0.830 -0.263 1.578
H 0.545 0.146 3.539
H -0.851 0.088 2.372
H 2.149 0.174 0.054
H -0.584 -1.549 -2.643

E_HOMO: -3.9814 eV
ΔE to the lowest compared entry with this formula, charge and spin: 77.6 kcal per mole
Kohn-Sham gap: 8.04 eV
Electronic energy: -390.3921 hartree
Net charge: -1

Partial atomic charges computed with the Mulliken method, in multiples of e:
1. C -0.1555
2. C -0.5795
3. C -0.1606
4. N -0.1642
5. N -0.3247
6. N -0.1553
7. N -0.4953
8. N -0.0379
9. H 0.3017
10. H 0.2527
11. H 0.1835
12. H 0.3352



This record from the Open Molecules 2025 dataset describes an isolated molecule of C6H9N. The level of theory is ωB97M-V/def2-TZVPD.

Atoms and positions in Å:
C -0.601 2.085 0.022
C -0.656 -0.047 -0.894
C -0.120 -1.032 -0.127
C -0.861 -2.301 0.168
C 1.200 -0.702 0.410
C 1.496 0.576 0.139
N 0.354 1.112 -0.619
H -1.222 1.555 0.748
H -1.267 2.429 -0.772
H -0.068 2.911 0.488
H -0.374 -3.186 -0.254
H -1.864 -2.215 -0.259
H -0.971 -2.463 1.249
H 1.862 -1.401 0.917
H 2.414 1.140 0.269
H 0.680 1.537 -1.486

E_HOMO: -7.7466 eV
ΔE to the lowest compared entry with this formula, charge and spin: 89.2 kcal per mole
Kohn-Sham gap: 8.56 eV
Electronic energy: -288.6398 hartree

Partial atomic charges computed with the Mulliken method, in multiples of e:
1. C -0.8551
2. C -0.9793
3. C 0.8339
4. C -1.2832
5. C -0.3497
6. C -0.6509
7. N 0.1763
8. H 0.3212
9. H 0.3520
10. H 0.3434
11. H 0.2906
12. H 0.3416
13. H 0.2926
14. H 0.3982
15. H 0.4199
16. H 0.3483